No. 1
100
Properties=species:S:1:pos:R:3:forces:R:3 method="wB97M-V/def2-TZVPD" e_homo_ev=-8.1 homo_lumo_gap_ev=7.442 e_above_lowest_ev=1.0800 charge=0 largest_force_ha_per_bohr=0.0379 total_energy_ev=-160999.6812
Ta -1.83757 -1.23544 0.87854 0.7965 1.5116 0.9413
C 4.58502 3.99055 2.27606 0.0032 -0.0061 -0.0093
C 3.41949 3.05036 2.40539 0.0326 0.0273 -0.0135
C 2.63837 2.74778 1.29073 0.0383 0.0241 0.0161
C 1.56006 1.89485 1.39685 -0.0512 -0.0142 0.0341
C 1.24740 1.33477 2.62895 0.1313 0.1817 0.0132
C 2.00225 1.62868 3.75561 0.0610 -0.0099 -0.0655
C 3.09028 2.47984 3.63088 -0.0237 -0.0279 0.0269
S -0.17495 0.33036 2.78468 0.0351 -0.1358 -0.4859
O -1.24573 0.94555 1.98718 -0.0107 -0.2306 0.0855
O -0.37924 0.08491 4.17584 0.0379 -0.0268 -0.0230
N 0.03402 -0.99484 1.84369 0.0277 -0.3284 0.3654
C 1.00327 -1.98610 2.14736 -0.1700 0.3127 -0.2239
C 1.79680 -1.95438 3.26431 0.1207 -0.1061 0.1190
C 2.71957 -2.99056 3.52522 -0.0493 0.0952 -0.0258
C 2.82592 -4.05692 2.68536 -0.0302 -0.0300 -0.0267
C 2.01936 -4.11484 1.52448 0.1456 -0.1499 -0.0132
C 2.05156 -5.22069 0.63802 0.0438 0.0517 0.0696
C 1.24235 -5.22630 -0.45219 -0.0532 0.0923 -0.0815
C 0.41243 -4.10495 -0.68511 -0.0353 -0.0170 -0.2338
N 0.36405 -3.06226 0.09559 0.0506 0.1716 0.5704
C 1.13189 -3.06619 1.22457 -0.0207 0.0292 -0.1193
H 4.23643 5.01825 2.15511 -0.0011 -0.0036 0.0025
H 5.18628 3.74523 1.39908 -0.0151 -0.0085 0.0023
H 5.22588 3.95463 3.15594 -0.0065 0.0015 0.0003
H 2.88510 3.17647 0.32508 -0.0041 -0.0154 0.0241
H 0.95972 1.67553 0.52644 -0.0478 0.0091 0.0371
H 1.73380 1.20002 4.71138 -0.0219 0.0207 0.0005
H 3.68835 2.70980 4.50437 -0.0053 -0.0010 -0.0059
H 1.69373 -1.16418 3.99188 -0.0221 0.0088 -0.0040
H 3.32372 -2.93510 4.42117 -0.0040 -0.0029 0.0005
H 3.50440 -4.87402 2.89714 -0.0004 0.0112 -0.0060
H 2.71117 -6.05254 0.85578 0.0038 0.0188 -0.0055
H 1.22222 -6.05553 -1.14550 -0.0112 0.0092 0.0031
H -0.23146 -4.09088 -1.55663 -0.0221 -0.0030 0.0385
N 0.08925 0.56317 -1.85828 -0.2532 -0.6024 0.0164
P 1.30774 -0.51012 -1.23807 0.0919 0.0758 -0.1526
C 1.51607 -1.58327 -2.70978 0.0281 -0.0279 0.0280
C 2.77276 -1.95087 -3.18730 0.0144 0.0221 -0.0250
C 2.89258 -2.83221 -4.25354 -0.0067 -0.0121 0.0162
C 1.75993 -3.36283 -4.85444 0.0058 0.0171 -0.0037
C 0.50344 -3.02104 -4.37272 0.0167 -0.0064 0.0017
C 0.38428 -2.14599 -3.30275 -0.0325 -0.0654 0.0356
C 2.84720 0.47194 -1.33644 -0.0812 0.2122 -0.0620
C 3.83529 0.17842 -0.40140 0.0661 -0.0467 -0.0047
C 5.01932 0.90574 -0.36935 -0.0287 -0.0415 -0.0349
C 5.20939 1.95173 -1.25962 0.0059 0.0063 -0.0296
C 4.22194 2.26278 -2.18940 0.0082 0.0079 0.0316
C 3.05088 1.52173 -2.23072 0.0054 -0.0122 0.0021
P -1.39067 0.74951 -1.02958 0.5631 -0.1162 -0.0552
C -1.34751 2.50098 -0.52337 -0.2982 -0.0025 -0.0134
C -2.29879 2.99961 0.36654 0.0041 -0.0075 0.0128
C -2.32732 4.35037 0.66921 0.0086 0.0212 -0.0215
C -1.40270 5.21353 0.09450 -0.0209 -0.0091 0.0273
C -0.44411 4.71951 -0.77622 0.0223 -0.0330 -0.0225
C -0.41975 3.36710 -1.09165 0.0096 0.0481 0.0208
C -2.63619 0.76857 -2.35561 0.1003 -0.0127 -0.1313
C -3.88718 1.31325 -2.07945 -0.0064 0.0093 0.0033
C -4.83680 1.42859 -3.08060 -0.0086 0.0033 0.0191
C -4.55154 1.00001 -4.36897 -0.0100 -0.0084 -0.0211
C -3.31997 0.42850 -4.64605 -0.0131 0.0044 0.0341
C -2.36723 0.31023 -3.64361 -0.0559 -0.0627 0.0113
H -0.01519 0.52615 -2.86496 0.1244 0.3554 -0.0584
H 3.66737 -1.54462 -2.73099 -0.0141 0.0203 -0.0221
H 3.87663 -3.10024 -4.61773 -0.0155 0.0009 0.0059
H 1.85597 -4.04359 -5.69086 -0.0037 0.0034 0.0194
H -0.38689 -3.44979 -4.81620 0.0079 0.0137 0.0022
H -0.60166 -1.94203 -2.89912 -0.0048 0.0329 0.0126
H 3.67005 -0.61675 0.32038 -0.0152 0.0231 -0.0020
H 5.78227 0.66502 0.36054 -0.0101 0.0024 -0.0050
H 6.12611 2.52780 -1.23279 -0.0072 -0.0003 0.0024
H 4.36680 3.08425 -2.88011 0.0121 -0.0201 -0.0077
H 2.28839 1.76345 -2.96319 0.0006 0.0047 0.0210
H -3.00207 2.33028 0.84517 -0.0080 0.0003 -0.0313
H -3.06990 4.72795 1.36038 0.0112 -0.0038 -0.0057
H -1.43045 6.26995 0.32941 0.0191 -0.0089 0.0138
H 0.28820 5.38518 -1.21602 -0.0187 -0.0026 -0.0054
H 0.33291 2.98314 -1.76858 -0.0135 0.0055 0.0001
H -4.13172 1.63922 -1.07969 0.0265 0.0387 -0.0162
H -5.80254 1.86081 -2.85040 0.0117 -0.0214 0.0004
H -5.28933 1.10618 -5.15395 -0.0034 -0.0210 0.0178
H -3.09363 0.07016 -5.64196 -0.0038 0.0083 0.0057
H -1.43009 -0.16746 -3.89517 0.0249 0.0123 0.0091
O -4.24976 -2.94148 0.30542 -0.1427 -0.4649 -0.2552
S -2.95537 -3.35868 -0.14777 0.1541 0.5635 -0.1914
O -2.79710 -4.52380 -0.94024 0.1785 -0.1823 0.1219
O -2.00378 -3.26989 1.09784 -0.9347 0.1697 -0.5690
O -2.30057 -2.08658 -0.88751 -0.4835 -0.7697 0.4184
Cl -7.87611 1.00771 3.17956 0.0639 -0.0373 -0.0048
C -6.28731 0.33939 3.09077 -0.0773 0.0632 -0.0527
C -5.70388 -0.22829 4.21985 0.0294 -0.0376 0.0788
Cl -6.56759 -0.28173 5.71117 0.0346 0.0252 -0.0563
C -4.41640 -0.76929 4.15350 -0.0651 0.0063 0.1621
Cl -3.63963 -1.46901 5.52149 -0.0710 0.0265 -0.1246
C -3.74735 -0.73324 2.94770 0.1827 -0.0821 -0.1603
O -2.53126 -1.23831 2.73016 -0.3372 -0.4816 -0.2000
C -4.32303 -0.15556 1.81712 0.2221 0.1516 -0.2025
O -3.53449 -0.18753 0.71885 0.1654 -0.2604 0.2853
C -5.59238 0.37926 1.87686 -0.1679 0.0834 -0.0161
Cl -6.30141 1.06122 0.45657 0.0709 -0.0378 0.1195


No. 2
99
Properties=species:S:1:pos:R:3:forces:R:3 method="wB97M-V/def2-TZVPD" e_homo_ev=-8.2 homo_lumo_gap_ev=6.617 charge=0 largest_force_ha_per_bohr=0.1577 total_energy_ev=-100284.7962
N -2.21795 0.37080 -3.71590 -0.6369 -3.5543 1.5329
C -2.03962 -0.50873 -2.48689 -5.0167 1.0281 3.5695
O -3.00667 -0.40403 -1.53323 5.9971 -0.7111 -5.4144
C -0.78122 -1.53215 -2.21558 0.2795 0.4623 0.9255
C 0.70934 -0.78694 -2.34512 -1.0995 0.2659 1.4047
C 0.94878 -0.05996 -0.85800 1.1636 -0.4413 1.4524
C 1.66135 -0.91344 0.39018 -1.9843 4.4427 -0.4588
C 2.20282 -2.45451 0.25175 0.6827 0.7401 -0.5299
C 1.03864 -3.58385 0.01414 1.0869 -0.8768 -0.6046
C 1.60005 -4.98427 0.70944 0.5853 1.5557 1.4983
F 3.00653 -5.27303 0.25744 -4.5437 0.5745 1.3360
F 1.67672 -4.74158 2.19700 -0.0663 -0.9695 -4.1986
C 0.60369 -6.27131 0.51253 1.2881 -1.9861 2.8193
F -0.62924 -6.10302 1.34992 3.8283 -0.3540 -3.2389
F 1.32816 -7.45086 1.11771 -2.3255 3.6552 -1.8649
C 0.30212 -6.68428 -1.04637 0.4469 -2.8386 -0.9413
F 1.35740 -6.24576 -2.00398 -3.6980 -1.0580 3.3333
F 0.33043 -8.19453 -1.08495 -0.2232 4.9666 -0.1238
C -1.23572 -6.27672 -1.54034 -2.1763 -0.3575 -1.9692
F -2.26678 -7.14292 -0.86745 3.8559 3.4927 -2.2511
F -1.33759 -6.58162 -2.99198 0.3049 1.2055 4.9512
F -1.54850 -4.83740 -1.36205 1.0527 -5.0696 -0.4130
C 1.79314 -0.06223 1.82382 -1.6477 2.9052 -1.9630
C 2.41527 -0.67757 3.21305 -1.0472 0.7680 0.4604
C 1.27889 -0.62073 4.43572 -0.5009 -0.7267 0.4260
C 0.14831 -1.83328 4.29596 0.4388 -0.2828 0.1252
O -1.09336 -1.46090 5.04473 0.1490 -1.5281 -1.3621
C 1.27234 1.52507 1.90458 0.4518 -2.0234 -1.5737
C 0.61894 2.35223 0.64854 0.0683 -0.6652 -0.5535
N 0.14957 3.82127 0.61117 0.7762 -5.5643 -2.4157
S -0.48561 4.04346 -1.01269 2.5040 -5.2401 2.1334
N -0.20046 2.44163 -1.73019 1.6819 -1.1021 3.6442
C 0.44715 1.49817 -0.74027 -0.5768 3.2256 1.5321
H -2.17092 -0.29520 -4.53539 0.4171 1.1825 0.8204
H -3.23116 0.67199 -3.68872 1.5463 -0.2982 0.3297
H -0.82161 -2.53111 -2.82496 -0.1488 2.1235 0.7317
H -0.85668 -1.84476 -1.06715 -0.2685 0.7956 -2.6732
H 0.65721 0.03761 -3.17966 0.3676 -1.7284 1.6422
H 1.49301 -1.63390 -2.53956 -1.2965 1.8858 0.3370
H 2.89396 -2.72786 1.18129 -1.8110 0.7116 -1.9531
H 2.92658 -2.51922 -0.69260 -1.5806 0.2763 2.0531
H -0.03004 -3.27159 0.38436 2.2459 -0.8870 -0.3734
H 0.98092 -3.82531 -1.15351 0.0091 0.5746 2.5645
H 3.28813 0.03042 3.55432 -1.5818 -1.5594 -0.7897
H 2.77378 -1.78968 3.14641 -0.5769 2.2327 -0.2066
H 0.72941 0.42180 4.47889 1.1673 -2.1752 -0.1800
H 1.81276 -0.81383 5.47354 -0.9695 0.6162 -2.1830
H 0.55800 -2.82934 4.79300 -0.6036 2.0432 -1.1792
H -0.07737 -2.04313 3.16524 0.3086 0.4875 2.0290
H -1.81130 -2.16742 4.88866 1.9460 1.5426 0.1995
H 1.40681 2.12774 2.92319 -0.2712 -1.6265 -2.4241
O 1.17612 0.78111 -11.87832 -0.2947 -0.0424 0.6844
C 0.69878 0.73449 -10.75128 0.5888 0.0807 -1.3711
C -0.07492 -0.44564 -10.31452 -0.2492 -0.5982 -0.1187
C -0.24464 -1.52631 -11.18976 -0.1497 -0.2536 0.1113
C -0.94014 -2.66131 -10.77052 0.1633 0.3303 -0.0053
C -1.46553 -2.72166 -9.48004 0.0870 0.3403 0.1559
C -1.31271 -1.63891 -8.61254 -0.0378 -0.2776 -0.2184
C -0.62139 -0.49612 -9.03274 -0.1865 -0.5841 -0.1270
C -0.48013 0.65139 -8.11447 -0.5948 -0.0057 1.2835
O -1.00719 0.62883 -7.00817 0.2783 -0.0321 -0.5785
C 0.30967 1.82249 -8.54353 0.2222 0.5760 0.1573
C 0.48034 2.90167 -7.66628 0.1737 0.2356 -0.0671
C 1.25337 3.99837 -8.05037 -0.1735 -0.3275 -0.0057
C 1.85703 4.02081 -9.30734 -0.1298 -0.3517 -0.1635
C 1.67628 2.95266 -10.18864 0.0475 0.2587 0.2009
C 0.89618 1.85298 -9.80784 0.2904 0.5836 0.1367
H 0.16747 -1.48854 -12.19662 -0.0239 0.1537 0.2918
H -1.06715 -3.50143 -11.44977 0.0340 0.1720 0.1175
H -1.99661 -3.61137 -9.14905 0.0885 0.1785 -0.0518
H -1.73005 -1.69106 -7.60829 0.1475 0.1806 -0.2395
H 0.01617 2.88900 -6.68151 0.0539 -0.1677 -0.2670
H 1.38803 4.83353 -7.36641 -0.0391 -0.1751 -0.1161
H 2.46745 4.87133 -9.60308 -0.1193 -0.1745 0.0343
H 2.14846 2.97947 -11.16942 -0.2116 -0.1666 0.2068
O 0.77925 2.72920 6.94431 -0.3809 0.2405 0.4333
C 0.00120 3.16311 7.78489 0.8376 -0.5326 -0.9802
C 0.42494 4.22643 8.71864 0.4604 0.4110 0.2141
C 1.71905 4.75507 8.62641 0.0737 0.2448 0.1962
C 2.11354 5.78744 9.47863 -0.1975 -0.2601 -0.1724
C 1.22002 6.29479 10.42162 -0.3110 -0.2254 -0.0564
C -0.06390 5.75744 10.52690 0.3076 0.1479 -0.0037
C -0.46015 4.71695 9.67788 0.4669 0.4239 0.1585
C -1.81407 4.14269 9.80844 -0.9894 0.4494 1.0577
O -2.57244 4.53618 10.68721 0.4821 -0.2223 -0.5314
C -2.24443 3.09399 8.86273 -0.4714 -0.3808 -0.1655
C -3.53976 2.56772 8.95485 -0.0854 -0.1933 -0.1994
C -3.96691 1.60030 8.04409 0.2415 0.2543 0.1685
C -3.10509 1.15701 7.04127 0.3216 0.1881 0.0683
C -1.80884 1.66976 6.95665 -0.2617 -0.1118 -0.0139
C -1.37554 2.63688 7.87304 -0.4878 -0.3994 -0.2592
H 2.42006 4.36784 7.88907 -0.3092 -0.0098 0.1151
H 3.11724 6.19995 9.40272 -0.1860 -0.0902 -0.0014
H 1.52331 7.10800 11.07727 -0.0719 -0.1593 -0.1097
H -0.75434 6.15503 11.26893 0.0518 -0.2356 -0.2337
H -4.21979 2.91253 9.73205 0.3038 0.0381 -0.1411
H -4.97428 1.19579 8.11471 0.1865 0.0910 0.0025
H -3.44121 0.40995 6.32546 0.1335 0.1440 0.1187
H -1.14119 1.31597 6.17264 -0.0784 0.1186 0.2716